1.
3 unconnected molecules or ions with the total composition C4H12O4. Source: OMol25; level of theory: ωB97M-V/def2-TZVPD.

Element x y z (Å)
C 0.76121 2.96329 -0.81156
O 1.83294 3.72501 -0.90373
C 1.08556 1.57236 -0.09504
C -0.15647 0.69894 0.08153
C 0.19412 -0.77276 0.31693
O -0.81800 -1.45401 0.91872
H 0.05087 3.63104 -0.34164
H 0.38599 2.66414 -1.84177
H 1.56269 1.76299 0.85916
H 1.91405 1.04875 -0.53271
H -0.83556 1.06954 0.85025
H -0.63545 0.68866 -0.89945
H 1.09809 -1.01081 0.91953
H 0.17572 -1.20308 -0.71859
H -1.82455 -1.74951 -0.03681
H -2.06199 -1.18765 -1.38483
O -2.53435 -1.75747 -0.97530
H 0.63772 -3.62456 1.28790
H -0.64652 -3.12838 1.39421
O -0.18607 -3.93648 1.91320

Computed properties:
Charge   -2
Energy relative to the best compared isomer or geometry (same formula, charge and spin)   51.4 kcal/mol
LUMO level   6.4 eV



2.
A single C16H12N6O3S molecule. Source: OMol25; level of theory: ωB97M-V/def2-TZVPD.

Element x y z (Å)
O 0.70539 2.94830 -2.87670
S -0.50621 2.70798 -2.10048
O -1.60886 3.31803 -2.84126
N -0.24581 3.53591 -0.65921
C 0.74568 2.97375 0.19790
C 2.06521 3.23843 0.02657
C 3.14341 2.50503 0.59590
C 2.78697 1.54756 1.52263
C 1.40365 1.30456 1.73628
C 0.94654 0.16276 2.54292
N -0.14908 -0.60056 2.45513
N 0.03229 -1.68215 3.30151
N 1.10615 -1.56067 4.02131
N 1.69339 -0.39940 3.50247
C 0.42241 2.08400 1.17506
C -0.81064 0.89285 -1.79631
C 0.24187 0.06102 -1.25984
C -0.08211 -1.24337 -1.15463
C -1.37393 -1.67291 -1.12961
C -1.67303 -3.07929 -0.90659
C -0.80871 -4.13767 -0.65717
N -1.38220 -5.37390 -0.36565
C -2.68822 -4.96151 -0.41003
O -2.92579 -3.64432 -0.75210
C -2.40947 -0.86287 -1.52104
C -2.10453 0.44564 -1.89047
H -1.16140 3.77688 -0.24023
H 2.40214 3.94428 -0.73247
H 4.11230 2.60718 0.46236
H 3.56633 0.85054 1.84425
H 2.75680 -0.29550 3.57534
H -0.61156 1.89708 1.38497
H 1.27119 0.47112 -1.21820
H 0.74474 -1.92490 -0.77788
H 0.23843 -4.03406 -0.54484
H -3.53379 -5.64273 -0.31334
H -3.40029 -1.28723 -1.84228
H -2.90928 1.13011 -2.35426

Computed properties:
Energy relative to the best compared isomer or geometry (same formula, charge and spin)   0.0 kcal/mol
LUMO level   -0.3 eV
SMILES string   O=S(=O)(Nc1cccc(-c2nnn[nH]2)c1)c1ccc(-c2cnco2)cc1



3.
A single C11H10ClN3O2 molecule. Source: OMol25; level of theory: ωB97M-V/def2-TZVPD.

Element x y z (Å)
C -0.45750 1.77832 5.22945
C -0.63858 1.07716 3.87439
N -1.78232 0.55913 3.55462
C -1.95905 0.21509 2.23932
Cl -3.53065 -0.06304 1.62837
C -0.88146 0.18547 1.32483
C 0.31892 0.62944 1.83758
N 0.37208 1.12492 3.08364
N 1.45570 0.63948 1.19577
C 1.39604 0.43002 -0.13290
C 2.68916 0.55398 -0.81708
C 2.50647 0.75956 -2.34754
C 1.48585 -0.23876 -2.99281
C 0.39848 -0.70471 -2.08453
O -0.25463 -1.69299 -2.29788
C 0.08863 0.19192 -0.88159
O -0.80336 -0.42849 0.14760
H -0.54886 1.00284 6.03306
H 0.55357 2.20443 5.23858
H -1.24024 2.45207 5.42445
H 3.35009 1.38621 -0.43683
H 3.19674 -0.26891 -0.62608
H 2.19673 1.77063 -2.59123
H 3.37343 0.55557 -2.97257
H 2.08218 -1.11927 -3.14849
H 1.17596 0.17330 -3.92702
H -0.25559 1.11441 -1.26732

Computed properties:
Energy relative to the best compared isomer or geometry (same formula, charge and spin)   58.3 kcal/mol
LUMO level   -0.7 eV
SMILES string   Cc1nc(Cl)c2c(n1)N=C1CCCC(=O)[C@H]1O2



4.
11 unconnected molecules or ions with the total composition C66H162N10O24. Source: OMol25; level of theory: ωB97M-V/def2-TZVPD.

Element x y z (Å)
C -0.44491 -0.52387 -0.17088
C 0.85523 -0.41761 -0.51869
C 2.02140 -1.13355 0.12083
O 3.25413 -0.77453 0.07311
C 1.75497 -2.13015 1.02983
C 0.39991 -2.39412 1.44185
C -0.84911 -1.49548 0.84983
O -2.03064 -1.70501 1.18915
O 0.12726 -3.32651 2.22448
O 1.00359 0.42345 -1.48320
H -1.21184 -0.00415 -0.72595
H 2.54938 -2.67967 1.51288
C -3.24535 -3.09588 -7.54791
O -3.10438 -1.70118 -7.27294
C -2.03670 -1.20305 -6.47329
C -1.65004 0.28742 -7.03680
N -1.97257 0.55298 -8.53520
H -1.16346 0.22362 -9.04211
H -2.72268 -0.02858 -8.88050
C -2.27723 2.02342 -8.92328
C -3.74076 2.30329 -8.55217
O -4.60660 1.30589 -9.11211
C -4.86109 1.32693 -10.55871
H -2.43459 -3.35987 -8.22693
H -4.23149 -3.17370 -8.00570
H -3.27899 -3.69036 -6.63492
H -1.18662 -1.88056 -6.55355
H -2.36695 -1.05770 -5.44475
H -0.56603 0.36542 -6.95350
H -2.03763 0.93693 -6.25193
H -2.06422 2.13605 -9.98632
H -1.68575 2.70661 -8.31377
H -4.12375 3.23632 -8.96555
H -3.91335 2.41180 -7.48141
H -5.81141 0.87079 -10.83606
H -4.08311 0.87888 -11.17685
H -5.08806 2.29902 -10.99647
C -8.88037 -5.74804 2.86129
O -7.65193 -6.42809 3.04523
C -6.92224 -6.61685 1.84384
C -5.58600 -7.35374 2.01633
N -4.59072 -6.49026 2.83742
H -3.64853 -6.83126 2.71051
H -4.48120 -5.53561 2.52639
C -4.87996 -6.42910 4.35139
C -5.08314 -7.86015 4.92634
O -3.97415 -8.68792 4.63136
C -3.96878 -9.95056 5.28650
H -8.81176 -4.66955 2.71894
H -9.54877 -5.83319 3.71808
H -9.58325 -6.05645 2.08738
H -6.84226 -5.55050 1.63264
H -7.48665 -7.01094 0.99871
H -5.10123 -7.33777 1.04020
H -5.51181 -8.42663 2.19384
H -5.80446 -5.89686 4.57527
H -4.14325 -5.80420 4.85622
H -6.01960 -8.32111 4.61224
H -5.15577 -7.72428 6.00539
H -3.06415 -10.52762 5.09483
H -4.76625 -10.63322 4.99302
H -4.03747 -9.73773 6.35331
C -1.24056 -0.82691 8.42872
O -2.23273 -0.18102 7.61111
C -2.99635 -0.96712 6.69971
C -4.36693 -0.22266 6.52366
N -4.36558 0.57675 5.12620
H -4.13490 -0.01197 4.33861
H -5.33829 0.84158 5.06459
C -3.44093 1.80946 5.24385
C -3.41259 2.67045 3.87759
O -4.74822 3.05364 3.43756
C -4.80354 4.18372 2.62303
H -0.76103 -0.05505 9.03071
H -0.45501 -1.23049 7.78986
H -1.62638 -1.52386 9.17269
H -3.31068 -1.89734 7.17299
H -2.46616 -1.30820 5.81051
H -4.47429 0.45595 7.36987
H -5.22690 -0.89222 6.50794
H -2.49655 1.38213 5.58092
H -4.01283 2.22928 6.07136
H -2.98894 2.02560 3.10766
H -2.70556 3.49842 3.92944
H -5.82385 4.55285 2.72698
H -4.65173 3.86671 1.59125
H -4.19367 5.06140 2.83710
C -0.88035 -6.81970 -0.42280
O -0.19978 -7.13783 0.79666
C 0.74911 -8.20415 0.75930
C 1.85274 -8.05811 1.77703
N 1.27700 -7.77111 3.17665
H 0.65619 -6.98196 3.06741
H 0.58623 -8.46658 3.42008
C 2.24120 -7.61061 4.38407
C 1.50070 -7.78548 5.65998
O 0.54597 -6.75090 5.97863
C 0.03990 -6.92393 7.27341
H -0.20770 -6.55628 -1.23904
H -1.68260 -6.14405 -0.12616
H -1.25810 -7.76370 -0.81556
H 1.18144 -8.33807 -0.23229
H 0.14849 -9.07194 1.03185
H 2.32976 -7.08103 1.70037
H 2.52074 -8.91808 1.72875
H 2.66539 -6.62642 4.18525
H 2.94206 -8.39503 4.09847
H 2.28846 -7.79003 6.41332
H 1.11350 -8.80433 5.64916
H -0.24838 -7.96650 7.40767
H -0.89673 -6.36846 7.32115
H 0.66598 -6.44471 8.02604
C 1.88996 4.69199 4.01509
O 1.52048 4.89566 5.35396
C 2.29007 4.15268 6.21210
C 1.85120 4.52057 7.64485
N 1.86269 6.09895 7.87314
H 1.10488 6.56838 7.39831
H 1.70729 6.36772 8.83424
C 3.19884 6.79972 7.60682
C 3.20648 8.16341 8.24933
O 2.81518 8.07550 9.65131
C 2.29450 9.21684 10.18353
H 2.90994 4.97047 3.75019
H 1.28756 5.35987 3.39933
H 1.58851 3.67454 3.76604
H 3.36432 4.11054 6.03232
H 2.05081 3.09509 6.10099
H 2.40142 4.09378 8.48342
H 0.78429 4.34406 7.78143
H 3.40728 6.73198 6.53909
H 3.95290 6.16090 8.06661
H 2.65969 8.85152 7.60465
H 4.25311 8.46655 8.27713
H 2.06832 9.21324 11.24980
H 1.52583 9.76127 9.63504
H 3.16949 9.85501 10.06013
C -7.79877 -0.47426 -2.62005
O -8.97083 0.00657 -1.88438
C -8.54713 1.01834 -0.90165
C -9.76882 1.47322 -0.07433
N -10.84507 2.00652 -0.97624
H -10.48822 2.66160 -1.65714
H -11.07124 1.16699 -1.49017
C -11.95026 2.83560 -0.41385
C -13.20913 2.84932 -1.38256
O -12.93528 2.88531 -2.70387
C -14.17239 3.23675 -3.43512
H -7.23196 -1.02392 -1.86859
H -7.25936 0.31178 -3.14852
H -8.24399 -1.16837 -3.33286
H -8.03389 1.87567 -1.33717
H -7.78989 0.71360 -0.17928
H -9.36804 2.19564 0.63671
H -10.15070 0.58018 0.42038
H -11.42859 3.78925 -0.33316
H -12.16768 2.34019 0.53240
H -13.75773 3.72274 -1.03004
H -13.88324 2.03539 -1.11572
H -13.92352 3.22687 -4.49628
H -14.68432 4.17640 -3.22755
H -14.90593 2.43053 -3.42986
C -2.12532 6.22776 -4.08276
O -2.73967 6.89760 -5.22577
C -3.71571 7.80317 -4.86509
C -4.06949 8.68187 -6.06399
N -2.86379 9.20357 -6.82291
H -2.27819 8.45792 -7.17102
H -3.12987 9.84663 -7.55487
C -1.91267 10.09747 -5.96974
C -0.92220 10.85163 -6.91642
O -1.62571 11.74207 -7.77521
C -0.82653 12.07551 -8.92965
H -1.18867 5.73595 -4.34524
H -2.77673 5.54685 -3.53493
H -1.86384 6.92818 -3.28958
H -3.42468 8.45318 -4.03993
H -4.61237 7.24635 -4.59295
H -4.64481 9.55979 -5.77014
H -4.71392 8.13799 -6.75464
H -1.34322 9.35183 -5.41490
H -2.48699 10.78923 -5.35351
H -0.35166 10.13505 -7.50727
H -0.27083 11.43281 -6.26370
H -0.42017 11.18048 -9.40071
H 0.03407 12.68852 -8.66191
H -1.46874 12.59505 -9.64080
C 8.09071 -2.57120 5.38088
O 8.06854 -2.77084 6.77202
C 6.75090 -2.85433 7.35685
C 6.87930 -3.44413 8.76865
N 8.02571 -2.79121 9.54967
H 8.74982 -2.39646 8.96662
H 7.67140 -1.97919 10.03464
C 8.67959 -3.76668 10.52326
C 9.91486 -3.13357 11.23689
O 10.73443 -2.50624 10.24054
C 11.91175 -1.95424 10.79726
H 7.96314 -3.51854 4.85705
H 8.98850 -2.05394 5.04248
H 7.25794 -1.87972 5.25258
H 6.07145 -3.42525 6.72399
H 6.44708 -1.80883 7.30470
H 6.99366 -4.52331 8.66665
H 6.01080 -3.30755 9.41298
H 8.99606 -4.69231 10.04248
H 7.94585 -3.95450 11.30713
H 10.42824 -3.94311 11.75574
H 9.51009 -2.42260 11.95716
H 11.73565 -1.12830 11.48641
H 12.45902 -1.48271 9.98101
H 12.56469 -2.63975 11.33747
C 7.65627 2.76564 0.78690
O 7.04821 3.94937 0.39980
C 7.67578 4.51756 -0.72495
C 7.58440 3.64708 -1.99600
N 6.11357 3.52286 -2.33310
H 5.75700 2.77982 -1.74928
H 5.60977 4.33849 -2.01524
C 5.84850 3.27636 -3.83594
C 6.39847 1.84571 -4.24079
O 7.87605 1.74502 -4.16707
C 8.57925 2.34949 -5.20223
H 8.51314 3.09529 1.37444
H 8.00883 2.13310 -0.02778
H 6.93197 2.24980 1.41731
H 8.73406 4.56788 -0.46881
H 7.29175 5.53205 -0.83183
H 8.03609 2.66471 -1.85808
H 8.15117 3.94257 -2.87893
H 6.18989 4.15101 -4.38961
H 4.76977 3.24564 -3.98919
H 6.16786 1.57265 -5.27053
H 5.87086 1.12809 -3.61250
H 8.51390 3.43422 -5.11745
H 8.27739 1.91155 -6.15365
H 9.57764 2.01010 -4.92632
C 5.51975 -3.61397 -6.03926
O 5.55312 -3.47671 -7.45227
C 4.30336 -3.53008 -8.20638
C 4.46969 -4.20306 -9.55450
N 5.44263 -3.40395 -10.51997
H 4.94105 -2.61280 -10.89757
H 6.20990 -2.96351 -10.03271
C 5.72324 -4.24232 -11.79328
C 6.51962 -3.45340 -12.88153
O 7.73488 -2.93595 -12.28040
C 8.55786 -2.07120 -13.14250
H 4.60099 -3.19033 -5.63367
H 6.32685 -3.11026 -5.50732
H 5.57765 -4.64465 -5.68936
H 3.95237 -2.49818 -8.19711
H 3.55271 -4.14390 -7.70852
H 3.49541 -4.29351 -10.03480
H 5.05892 -5.11388 -9.44809
H 4.81175 -4.57624 -12.28903
H 6.26290 -5.09428 -11.37973
H 5.87633 -2.70442 -13.34338
H 6.85586 -4.10222 -13.69028
H 8.08822 -1.17147 -13.54003
H 9.02245 -2.63067 -13.95444
H 9.38440 -1.78980 -12.49001

Computed properties:
Charge   +8
Energy relative to the best compared isomer or geometry (same formula, charge and spin)   0.0 kcal/mol
LUMO level   -10.6 eV